Run A
{"formula": "C5H6OS2", "method": "wB97M-V/def2-TZVPD", "e_lumo_ev": 0.69, "homo_ev": -8.94, "charge": 0, "species": ["S", "C", "C", "H", "C", "H", "C", "H", "H", "O", "H", "H", "C", "S"], "xyz": [[-1.70, -1.24, -0.30], [0.88, -0.75, -0.90], [-0.14, -1.38, 0.83], [-0.67, 1.59, -1.04], [-0.20, -0.17, -0.11], [-0.39, -1.33, 1.92], [-0.40, 1.40, -0.09], [1.19, -0.85, -2.00], [1.26, -2.90, -0.16], [-2.91, -0.64, 0.28], [-1.10, 1.59, 0.78], [0.54, 1.81, 0.17], [1.02, -1.91, 0.03], [2.34, -0.68, 0.17]]}

Run B
{"formula": "C5H6OS2", "method": "wB97M-V/def2-TZVPD", "e_lumo_ev": -0.60, "homo_ev": -8.93, "charge": 0, "species": ["H", "C", "H", "S", "H", "O", "S", "H", "H", "C", "C", "C", "H", "C"], "xyz": [[-2.37, 1.74, 1.49], [0.38, -0.35, -0.90], [-1.49, -1.56, -1.44], [2.15, 1.49, 0.47], [-0.32, 1.72, -0.60], [0.00, 0.99, -1.58], [1.51, -1.30, 1.41], [-0.45, -2.19, -0.16], [1.00, -0.83, -1.58], [-2.01, 0.66, 1.16], [-0.83, -1.25, -0.53], [-1.55, -0.20, 0.33], [2.70, 1.15, 1.67], [1.30, -0.09, 0.27]]}

Run C
{"formula": "C5H6OS2", "method": "wB97M-V/def2-TZVPD", "e_lumo_ev": 0.41, "homo_ev": -9.02, "charge": 0, "species": ["S", "C", "H", "C", "H", "H", "H", "H", "C", "C", "H", "O", "C", "S"], "xyz": [[-2.89, -0.29, -0.24], [-0.10, 0.30, -0.29], [-3.19, 0.16, 1.15], [-0.10, 1.79, -0.23], [0.01, 2.36, -1.40], [0.88, 1.97, 0.43], [2.87, -0.52, 1.27], [1.04, -2.90, -0.35], [0.54, -1.89, -0.19], [-1.09, -0.53, -0.03], [-1.13, 2.24, 0.60], [-0.81, -1.85, -0.18], [1.06, -0.63, -0.34], [2.93, -0.22, -0.19]]}

Run D
{"formula": "C5H6OS2", "method": "wB97M-V/def2-TZVPD", "e_lumo_ev": -0.80, "homo_ev": -9.21, "charge": 0, "species": ["C", "S", "H", "H", "C", "S", "C", "H", "H", "H", "C", "O", "C", "H"], "xyz": [[0.74, -1.84, 0.74], [0.98, -2.46, 2.21], [2.18, -0.49, -0.05], [1.02, 0.32, 1.03], [0.29, -0.11, -0.95], [-0.75, 3.26, 0.31], [-1.09, 1.68, 0.37], [-1.25, 1.11, -1.72], [-1.46, 1.23, 1.33], [0.36, -2.35, -0.16], [1.15, -0.41, 0.27], [0.62, -0.50, -2.05], [-1.02, 0.68, -0.73], [-1.77, -0.12, -0.59]]}

Of them, the most stable is run D and the least stable is run B.

Run A
{"formula": "C5H6OS2", "method": "wB97M-V/def2-TZVPD", "e_lumo_ev": -1.10, "homo_ev": -8.92, "charge": 0, "species": ["H", "C", "C", "S", "H", "O", "C", "C", "S", "H", "H", "H", "C", "H"], "xyz": [[-1.91, -1.85, 0.86], [2.24, -0.11, 0.20], [0.11, 1.91, 0.08], [1.25, 3.07, -0.25], [-0.73, -2.35, -0.37], [1.18, -0.36, -0.57], [-1.51, -1.58, -0.17], [-1.14, -0.12, -0.06], [3.65, -0.73, -0.13], [2.05, 0.56, 1.05], [-2.25, -1.71, -0.93], [-1.01, 2.19, 0.31], [0.04, 0.42, -0.19], [-1.97, 0.67, 0.16]]}

Run B
{"formula": "C5H6OS2", "method": "wB97M-V/def2-TZVPD", "e_lumo_ev": -0.15, "homo_ev": -8.76, "charge": 0, "species": ["C", "C", "H", "O", "H", "C", "S", "S", "H", "C", "C", "H", "H", "H"], "xyz": [[1.22, 0.20, 0.03], [0.51, 1.40, -0.54], [-1.57, 1.87, -0.20], [1.82, -0.94, -0.60], [-0.10, -1.92, 1.30], [-0.52, -1.69, 0.32], [-1.75, -0.35, 0.56], [1.03, 2.30, -1.61], [-1.07, -2.63, -0.07], [-0.71, 1.25, 0.35], [0.44, -0.93, -0.48], [-0.50, 1.91, 1.31], [1.43, 0.22, 1.06], [-0.21, -0.68, -1.44]]}

Of them, the most stable is run A and the least stable is run B.

Run A
{"formula": "C3H4N3", "method": "wB97M-V/def2-TZVPD", "e_lumo_ev": [-8.06, -8.33], "homo_ev": [-15.87, -15.88], "charge": 1, "species": ["N", "H", "N", "H", "H", "C", "N", "C", "C", "H"], "xyz": [[-0.40, -0.41, 1.55], [0.15, -0.86, -1.68], [0.87, -0.37, 2.62], [-1.45, -0.92, -0.68], [-0.85, 0.48, -1.28], [1.97, -0.25, 1.97], [0.17, -0.38, 0.44], [1.45, -0.38, 0.72], [-0.52, -0.47, -0.89], [2.95, -0.42, 2.34]]}

Run B
{"formula": "C3H4N3", "method": "wB97M-V/def2-TZVPD", "e_lumo_ev": -7.11, "homo_ev": -16.22, "charge": 1, "species": ["N", "C", "H", "N", "C", "N", "C", "H", "H", "H"], "xyz": [[-2.23, -0.07, 0.04], [-0.11, 1.00, -0.01], [-0.29, 2.10, -0.09], [-1.04, 0.00, 0.00], [1.15, 0.55, 0.03], [-0.03, -1.47, 0.00], [1.12, -0.98, -0.01], [-2.63, -0.95, -0.05], [2.11, -1.43, -0.02], [1.95, 1.23, 0.10]]}

Of them, the most stable is run B and the least stable is run A.

Run A
{"formula": "CHF2IO", "method": "wB97M-V/def2-TZVPD", "e_lumo_ev": -1.53, "homo_ev": -10.17, "charge": 0, "species": ["O", "H", "C", "I", "F", "F"], "xyz": [[0.11, -0.70, -0.73], [-1.31, 0.51, -1.39], [-0.28, 0.33, -1.10], [1.35, 4.24, -2.86], [0.71, 1.25, -1.57], [2.43, 4.72, -1.32]]}

Run B
{"formula": "CHF2IO", "method": "wB97M-V/def2-TZVPD", "e_lumo_ev": -1.88, "homo_ev": -10.57, "charge": 0, "species": ["F", "I", "F", "O", "C", "H"], "xyz": [[-0.49, 1.16, 0.94], [-3.95, 0.10, 0.38], [-2.26, 0.26, -0.60], [0.67, 1.76, -0.90], [0.25, 0.94, -0.16], [0.62, -0.18, -0.13]]}

Of them, the most stable is run B and the least stable is run A.

Run A
{"formula": "C2H4F2O3", "method": "wB97M-V/def2-TZVPD", "e_lumo_ev": 0.17, "homo_ev": -11.39, "charge": 0, "species": ["F", "H", "O", "H", "H", "H", "C", "O", "O", "C", "F"], "xyz": [[-2.91, -1.13, 0.60], [0.10, -0.83, -1.65], [-3.24, 1.00, 0.13], [-3.15, 1.21, 1.08], [1.37, -1.15, -0.39], [1.17, 0.48, -0.68], [0.61, -0.49, -0.61], [-0.09, -0.73, 0.58], [-1.28, 0.31, 0.70], [-2.41, 0.02, -0.01], [-2.29, -0.41, -1.29]]}

Run B
{"formula": "C2H4F2O3", "method": "wB97M-V/def2-TZVPD", "e_lumo_ev": 0.08, "homo_ev": -11.22, "charge": 0, "species": ["O", "O", "H", "H", "O", "C", "F", "H", "C", "H", "F"], "xyz": [[0.43, -0.62, 0.72], [-1.46, -0.78, -1.13], [-1.32, -0.65, -3.13], [2.37, 0.22, 2.84], [-0.03, 1.35, -0.26], [0.56, 0.64, 0.46], [1.59, 1.11, 1.22], [-0.30, -1.01, 0.18], [-1.79, -0.33, -2.19], [-2.57, 0.44, -2.28], [2.51, -0.36, 3.57]]}

Of them, the most stable is run B and the least stable is run A.

Run A
{"formula": "C9H18N2O4", "method": "wB97M-V/def2-TZVPD", "e_lumo_ev": 0.52, "homo_ev": -9.43, "charge": 0, "species": ["O", "H", "H", "O", "C", "N", "H", "C", "C", "H", "C", "H", "H", "H", "H", "H", "H", "N", "H", "C", "H", "H", "H", "O", "C", "C", "O", "H", "H", "C", "H", "H", "C"], "xyz": [[-1.85, 1.91, -2.51], [2.52, 2.11, 1.10], [1.40, -0.22, -2.11], [0.93, -0.09, -3.04], [-1.25, -1.14, 0.62], [-1.53, -1.24, -0.77], [-0.52, 1.70, 1.14], [-2.16, 0.86, -1.99], [-0.37, -0.57, -3.03], [-0.87, -0.27, -3.96], [0.15, -1.11, 1.05], [0.53, 2.14, 2.53], [1.72, 1.09, -0.14], [-2.42, -1.66, -1.04], [1.75, -1.75, 0.07], [-3.95, 1.21, -1.84], [-0.23, 0.36, -1.03], [0.96, -1.25, -0.15], [2.20, 0.49, 3.33], [-1.03, -0.20, -1.66], [0.43, -1.75, -0.82], [1.27, 2.76, 0.12], [-0.52, -0.14, 2.82], [-2.24, -0.90, 1.45], [1.63, 1.88, 0.61], [0.44, -0.04, 2.14], [-3.38, 0.54, -1.58], [1.46, -1.41, 3.51], [-0.24, -1.62, -3.18], [1.78, -0.44, 2.90], [0.32, -1.99, 1.66], [2.57, -0.77, 2.22], [0.51, 1.50, 1.58]]}

Run B
{"formula": "C9H18N2O4", "method": "wB97M-V/def2-TZVPD", "e_lumo_ev": 0.42, "homo_ev": -9.54, "charge": 0, "species": ["O", "C", "H", "N", "H", "C", "C", "H", "C", "H", "H", "H", "C", "C", "C", "O", "H", "H", "N", "H", "C", "H", "C", "H", "H", "H", "H", "O", "O", "H", "H", "H", "H"], "xyz": [[-3.79, -1.70, 0.60], [0.42, -0.45, 0.86], [2.00, 2.50, 1.28], [1.15, -1.59, -1.08], [4.26, -1.18, -0.35], [-2.59, 1.02, -0.66], [3.86, -0.27, -0.74], [2.31, -1.39, 0.76], [-2.46, -1.33, 0.25], [3.62, -0.57, -1.72], [-1.90, 0.48, 1.39], [-4.36, 2.13, -0.43], [2.55, 0.35, -0.10], [-1.86, 0.10, 0.39], [2.85, 1.19, 1.13], [-1.95, 2.20, -0.77], [4.07, 1.55, 0.83], [-3.76, 1.47, 1.10], [-0.47, 0.06, -0.02], [4.88, 0.36, -0.99], [-3.96, 1.24, 0.08], [2.21, 1.05, -0.82], [1.55, -0.86, 0.18], [-3.85, -2.70, 0.10], [-4.82, 0.38, 0.17], [2.02, -2.16, -1.34], [-0.92, 2.09, -0.72], [-1.63, -2.25, -0.18], [0.42, -0.28, 2.09], [2.93, 0.44, 2.18], [-0.12, -0.22, -0.92], [0.31, -2.11, -0.96], [-2.98, 0.46, -1.59]]}

Of them, the most stable is run A and the least stable is run B.